No. 1
A single C18H17BrN2O5S molecule, computed with ωB97M-V/def2-TZVPD.

Last column: Mulliken charge in e.
Atoms and positions in Å:
O -0.9291 -0.7220 -2.7020  -0.66
C -0.9111 0.1817 -1.8985  0.22
O -2.0012 0.6455 -1.2931  -0.28
C -3.2541 0.1039 -1.7078  -0.67
C -3.6118 -1.2289 -1.0350  -0.28
O -4.2530 -1.0698 0.2091  -0.47
C -3.4079 -0.7501 1.2875  0.14
C -2.5295 -1.9380 1.7352  -0.98
N -1.4319 -2.1819 0.8424  -0.49
C -0.3157 -1.5985 0.9536  -0.14
N 0.0894 -0.6402 1.8650  0.00
S 1.7684 -0.4405 1.9166  1.04
O 2.3000 -1.1622 3.0316  -0.72
O 2.0871 0.9505 1.8265  -0.50
C 1.9924 -1.3128 0.3881  0.28
C 3.1355 -1.4702 -0.3598  -0.55
C 3.0539 -2.2387 -1.5142  -0.55
C 1.8550 -2.8345 -1.8824  -0.86
C 0.7116 -2.6738 -1.1174  0.07
C 0.7858 -1.8938 0.0291  0.30
C 0.3360 0.9188 -1.5567  0.78
C 1.4308 0.6479 -2.3823  -0.51
C 2.6367 1.2943 -2.2154  -0.79
C 2.7708 2.2462 -1.2159  -0.53
C 1.7037 2.5318 -0.3868  -0.54
C 0.4976 1.8671 -0.5482  0.38
Br -0.8588 2.3081 0.6809  -0.06
H -3.2216 -0.0420 -2.7919  0.45
H -3.9932 0.8628 -1.4442  0.37
H -2.7122 -1.8481 -0.9341  0.22
H -4.3395 -1.7456 -1.6648  0.38
H -2.7761 0.1150 1.0546  -0.10
H -4.0846 -0.4864 2.1037  0.40
H -3.1465 -2.8406 1.7194  0.39
H -2.1981 -1.7496 2.7657  0.40
H -0.4808 -0.4292 2.6669  0.26
H 4.0583 -1.0066 -0.0498  0.49
H 3.9327 -2.3769 -2.1253  0.44
H 1.8114 -3.4307 -2.7809  0.41
H -0.2250 -3.1268 -1.3962  0.49
H 1.2921 -0.0858 -3.1619  0.51
H 3.4660 1.0650 -2.8666  0.44
H 3.7054 2.7672 -1.0775  0.41
H 1.8052 3.2593 0.4024  0.43

For the LUMO energy, the calculation gives 0.001 Ha. The HOMO-LUMO gap comes out at 9.138 eV. The value obtained for the HOMO energy is -9.11 eV. For the energy above the lowest of the compared OMol25 structures with the same formula, charge and spin, the calculation gives 1.0 kcal/mol. As for the calculated total energy: -4154.018127 Ha. As for the molar mass: 453.31 g/mol. The max |F| is 0.0154 Eh/bohr.

No. 2
A single C4H6N2S2 molecule in a non-equilibrium geometry, computed with ωB97M-V/def2-TZVPD.

Last column: Mulliken charge in e.
Atoms and positions in Å:
H 0.8679 2.3838 -0.2471  0.23
N 1.2174 1.4076 -0.2805  -0.74
C 0.2619 0.6324 0.0316  0.51
C -1.2147 0.9876 0.3066  -0.49
C -2.0242 -0.2365 0.0581  0.13
S -3.6270 -0.2183 -0.1834  -0.24
S -0.9795 -1.6397 0.0474  -0.04
N 0.4766 -0.7098 0.2081  -0.08
C 1.7288 -1.3139 -0.1492  -0.84
H -1.5811 1.8572 -0.3260  0.34
H -1.2368 1.3423 1.3644  0.26
H 2.6068 -0.7473 0.1884  0.34
H 1.7344 -2.3132 0.2315  0.31
H 1.7695 -1.4320 -1.2499  0.31

For the LUMO energy, the calculation gives -0.018 Ha. The HOMO-LUMO gap comes out at 8.032 eV. The value obtained for the HOMO energy is -8.53 eV. For the energy above the lowest of the compared OMol25 structures with the same formula, charge and spin, the calculation gives 28.7 kcal/mol. As for the calculated total energy: -1061.870450 Ha. As for the molar mass: 146.24 g/mol. The max |F| is 0.0340 Eh/bohr.

No. 3
A single C9H10F3N2P molecule in a non-equilibrium geometry, computed with ωB97M-V/def2-TZVPD.

Last column: Mulliken charge in e.
Atoms and positions in Å:
C -0.1011 -3.2193 0.3295  -0.90
N 0.3931 -1.8781 0.2310  0.80
N 1.6782 -1.5975 0.3081  -1.03
C 1.8001 -0.2764 0.2017  -0.04
C 3.1414 0.3650 0.2683  0.19
F 3.1468 1.3955 1.1551  -0.27
F 3.4957 0.9135 -0.9253  -0.26
C 0.5400 0.3298 0.0456  0.76
C -0.3362 -0.7548 0.0702  -0.43
P -2.1038 -0.4409 0.0817  0.11
C -2.2518 1.2244 0.6690  -0.14
F -3.5454 1.6934 0.6815  -0.30
C -1.2747 2.1768 0.0542  -0.23
C -0.7358 2.0696 -1.3393  -0.69
C 0.1614 1.7279 -0.1729  -0.30
H -0.7123 -3.3363 1.2278  0.31
H -0.7035 -3.4653 -0.5466  0.32
H 0.7540 -3.8900 0.3831  0.29
H 3.9244 -0.3495 0.5605  0.25
H -2.5149 -1.2917 -1.0127  0.05
H -2.6891 -1.2269 1.0694  0.06
H -1.4003 3.1791 0.4441  0.38
H -0.5164 2.9699 -1.8928  0.29
H -1.0986 1.2464 -1.9436  0.25
H 0.9491 2.4353 0.0522  0.52

For the LUMO energy, the calculation gives 0.021 Ha. The HOMO-LUMO gap comes out at 7.931 eV. The value obtained for the HOMO energy is -7.37 eV. For the energy above the lowest of the compared OMol25 structures with the same formula, charge and spin, the calculation gives 18.7 kcal/mol. As for the calculated total energy: -1099.273825 Ha. As for the molar mass: 234.16 g/mol. The max |F| is 0.0344 Eh/bohr.

No. 4
A molecular structure, B2CsF4H4 in a non-equilibrium geometry, computed with ωB97M-V/def2-TZVPD.

Last column: Mulliken charge in e.
Atoms and positions in Å:
Cs -4.6353 -12.6844 -18.2432  0.97
B -4.0104 -12.5940 -23.7804  -0.25
H -3.4632 -12.5042 -24.7061  -0.19
H -3.9013 -11.6517 -23.2663  -0.18
H -5.0313 -12.8784 -23.9835  -0.17
H -3.5433 -13.3837 -23.2126  -0.18
B -9.5587 -9.1526 -15.3845  0.62
F -10.6384 -8.6843 -16.1114  -0.39
F -9.8559 -9.1161 -14.0119  -0.41
F -9.2991 -10.4789 -15.7578  -0.42
F -8.4885 -8.3331 -15.6320  -0.39

For the LUMO energy, the calculation gives 0.006 Ha. The HOMO-LUMO gap comes out at 5.513 eV. The value obtained for the HOMO energy is -5.34 eV. For the energy above the lowest of the compared OMol25 structures with the same formula, charge and spin, the calculation gives 80.0 kcal/mol. As for the total charge: -1. As for the calculated total energy: -471.869192 Ha. As for the molar mass: 234.55 g/mol. The max |F| is 0.0911 Eh/bohr.